[1]
Entry from the Open Molecules 2025 dataset: one molecule with the formula C5H11N3 in a non-equilibrium geometry (wB97M-V/def2-TZVPD).

Element x y z (Å)
1 C -0.65631 -0.40897 -2.35328
2 C -0.59998 -1.02764 0.67412
3 C -1.72084 -0.10501 1.13154
4 C 0.60977 0.66422 -0.66684
5 N 1.39316 1.82186 -0.59755
6 C 1.61524 -0.23385 1.29439
7 N -0.14517 0.60387 -1.75849
8 N 0.65222 -0.21999 0.36727
9 H 1.97269 2.00971 -1.40178
10 H 1.86891 1.95534 0.28352
11 H -1.25222 -0.20938 -3.22992
12 H -0.48484 -1.46157 -2.11621
13 H -0.91275 -1.60564 -0.19233
14 H -0.32143 -1.72453 1.46423
15 H 2.56838 0.22123 1.10990
16 H 1.41550 -0.65158 2.26151
17 H -2.61945 -0.68826 1.33192
18 H -1.43910 0.42916 2.04150
19 H -1.94377 0.63100 0.35649

Force components x, y, z for each atom (eV/Å):
C -0.2 -0.7 -0.3
C 0.5 0.6 0.1
C 0.1 0.1 -0.1
C 0.2 0.5 -0.3
N 0.1 -0.3 0.5
C 0.6 0.0 0.8
N -0.1 0.4 0.1
N -1.4 -0.7 -0.6
H -0.1 0.0 0.1
H 0.0 0.0 -0.1
H -0.1 0.0 -0.2
H 0.1 0.1 0.1
H 0.2 0.1 0.1
H 0.1 0.1 -0.1
H 0.1 0.1 -0.2
H -0.1 -0.2 0.1
H 0.0 0.0 0.0
H 0.0 -0.1 0.0
H -0.1 -0.1 0.0

Summary:
Frontier orbital gap (spin up / spin down) (eV): 7.293 / 6.853
Relative energy (zero: lowest compared OMol25 entry of this formula, charge and spin) (kcal per mole): 74.12
HOMO (spin up / spin down) (eV): -6.6 / -6.2
Max |F| (eV/A): 1.6

So, what does the Löwdin scheme give us? The charges, in e, come out as: number 1, C, carries -0.077; number 2, C, carries -0.173; number 3, C, carries -0.074; number 4, C, carries -0.444; number 5, N, carries 0.113; number 6, C, carries -0.016; number 7, N, carries 0.021; number 8, N, carries -0.116; number 9, H, carries 0.088; number 10, H, carries 0.061; number 11, H, carries 0.047; number 12, H, carries 0.058; number 13, H, carries 0.082; number 14, H, carries 0.109; number 15, H, carries 0.047; number 16, H, carries 0.050; number 17, H, carries 0.076; number 18, H, carries 0.078; number 19, H, carries 0.072

=====

[2]
Entry from the Open Molecules 2025 dataset: a 3-piece molecular cluster, C5H11N3 overall in a non-equilibrium geometry (wB97M-V/def2-TZVPD).

Element x y z (Å)
1 C -0.34432 -0.28656 -0.37775
2 C 1.35573 1.29075 0.28253
3 C 0.35271 -0.91069 -1.54905
4 N 0.01560 0.75216 0.32867
5 C 0.36896 -1.35238 1.49701
6 C -0.50216 -1.47250 2.46528
7 N -1.04425 1.89914 -1.40796
8 N -2.23009 1.79928 -1.39371
9 H -1.39545 -0.55265 -0.27414
10 H -2.73753 2.52930 -1.97342
11 H 1.35031 -1.79317 1.36489
12 H 1.67483 1.51140 1.30115
13 H 1.29915 2.23251 -0.27132
14 H 2.11210 0.66101 -0.19408
15 H -0.13710 -0.57347 -2.46546
16 H 1.40943 -0.66174 -1.61114
17 H 0.25468 -1.99642 -1.48662
18 H -0.37028 -2.16770 3.29738
19 H -1.43230 -0.90825 2.46775

Force components x, y, z for each atom (eV/Å):
C 0.8 0.4 1.4
C -0.3 -0.1 -0.3
C 0.1 -0.2 0.3
N -0.3 -0.3 -0.3
C 0.0 -0.7 -0.3
C -0.2 -0.1 0.1
N -1.9 1.0 -0.9
N 1.3 0.2 -0.1
H 0.1 -0.1 0.0
H 0.2 -0.2 0.2
H 0.0 -0.1 0.0
H 0.0 0.0 0.0
H 0.1 0.0 0.1
H 0.0 -0.1 0.0
H 0.0 0.0 0.0
H 0.0 0.0 0.0
H 0.0 0.0 -0.1
H 0.1 0.2 0.0
H 0.0 0.0 -0.1

Summary:
Frontier orbital gap (spin up / spin down) (eV): 8.784 / 7.754
Relative energy (zero: lowest compared OMol25 entry of this formula, charge and spin) (kcal per mole): 162.49
HOMO (spin up / spin down) (eV): -7.9 / -7.0
Max |F| (eV/A): 2.3

So, what does the Löwdin scheme give us? The charges, in e, come out as: number 1, C, carries -0.349; number 2, C, carries -0.145; number 3, C, carries -0.072; number 4, N, carries -0.098; number 5, C, carries -0.035; number 6, C, carries -0.089; number 7, N, carries 0.049; number 8, N, carries -0.006; number 9, H, carries 0.101; number 10, H, carries 0.075; number 11, H, carries 0.052; number 12, H, carries 0.075; number 13, H, carries 0.068; number 14, H, carries 0.063; number 15, H, carries 0.074; number 16, H, carries 0.062; number 17, H, carries 0.078; number 18, H, carries 0.046; number 19, H, carries 0.048

=====

[3]
Entry from the Open Molecules 2025 dataset: one molecule with the formula C5H11N3 in a non-equilibrium geometry (wB97M-V/def2-TZVPD).

Element x y z (Å)
1 H -1.31207 -0.90364 -1.86865
2 N -0.33288 -1.03866 -1.63544
3 C 0.00298 -0.67589 -0.48365
4 C 1.58907 -0.89616 -0.11560
5 C 2.34135 0.40335 -0.35546
6 N -0.70745 -0.24307 0.57952
7 N -0.24431 0.13358 1.83990
8 C -2.17486 0.16431 0.34236
9 C -2.60157 1.02967 -0.56473
10 H 1.72953 -1.26480 0.90106
11 H 1.91645 -1.67144 -0.80467
12 H 1.97412 1.21193 0.27772
13 H 2.22569 0.71316 -1.39207
14 H 3.40702 0.27336 -0.16275
15 H 0.49400 0.83030 1.80266
16 H 0.05992 -0.68087 2.36436
17 H -2.81993 -0.20361 1.13198
18 H -3.61905 1.38788 -0.54920
19 H -1.92801 1.43058 -1.30732

Force components x, y, z for each atom (eV/Å):
H -0.1 0.0 0.2
N -0.5 0.0 -1.2
C 4.3 -1.3 1.6
C -2.1 0.4 -0.8
C 0.2 -0.1 0.0
N -4.3 1.4 -0.7
N 0.1 -0.3 0.0
C 2.1 0.0 1.2
C 0.6 -0.3 0.2
H -0.1 0.1 0.0
H 0.0 0.1 0.0
H 0.0 0.1 0.0
H 0.0 0.0 -0.1
H 0.0 0.1 0.0
H -0.2 -0.1 -0.1
H 0.0 0.2 -0.1
H 0.1 -0.1 -0.1
H -0.1 -0.2 -0.1
H 0.0 0.1 -0.1

Summary:
Frontier orbital gap (eV): 9.768
Relative energy (zero: lowest compared OMol25 entry of this formula, charge and spin) (kcal per mole): 57.45
HOMO (eV): -8.8
SMILES: [H]/N=C(/CC)N(N)C=C
Max |F| (eV/A): 4.8

So, what does the Löwdin scheme give us? The charges, in e, come out as: number 1, H, carries 0.033; number 2, N, carries 0.124; number 3, C, carries -0.440; number 4, C, carries -0.172; number 5, C, carries -0.119; number 6, N, carries -0.149; number 7, N, carries 0.061; number 8, C, carries -0.102; number 9, C, carries 0.010; number 10, H, carries 0.082; number 11, H, carries 0.093; number 12, H, carries 0.055; number 13, H, carries 0.075; number 14, H, carries 0.069; number 15, H, carries 0.079; number 16, H, carries 0.090; number 17, H, carries 0.094; number 18, H, carries 0.055; number 19, H, carries 0.062

=====

[4]
Entry from the Open Molecules 2025 dataset: one molecule with the formula C5H11N3 in a non-equilibrium geometry (wB97M-V/def2-TZVPD).

Element x y z (Å)
1 N -1.80234 -1.20624 0.28975
2 C -0.37589 -0.82355 0.50618
3 C -0.19503 0.53812 1.23154
4 N -0.93719 1.87477 1.42269
5 C -0.38362 1.45530 0.10567
6 C 0.73232 1.19389 -0.92169
7 C 0.37072 -0.35503 -0.95781
8 N 1.48357 -1.42304 -0.99197
9 H -2.12863 -1.93681 -0.60705
10 H -2.26323 -1.44649 1.18200
11 H 0.25046 -1.62675 1.04622
12 H 0.88435 0.36992 1.91416
13 H -0.34090 2.38520 2.16649
14 H -1.31739 1.29276 -0.51627
15 H 1.69130 1.49319 -0.27113
16 H 0.54815 1.62805 -1.88126
17 H -0.33746 -0.62783 -1.81093
18 H 2.07722 -1.52008 -1.84643
19 H 2.04360 -1.26538 -0.06016

Force components x, y, z for each atom (eV/Å):
N -0.6 -1.7 -2.4
C -0.9 -0.2 -0.7
C 1.5 -0.9 1.1
N 1.6 -0.2 1.7
C -1.0 0.9 -0.7
C 1.1 -0.1 3.8
C 1.0 -3.6 0.5
N 0.5 1.5 1.4
H 1.8 2.7 3.9
H 0.4 -0.1 -1.0
H -0.9 1.1 -1.1
H -2.8 1.3 -2.4
H -0.9 -0.8 -1.9
H 0.7 -0.4 1.2
H -1.3 -1.0 -2.4
H 0.5 0.6 -0.5
H 0.9 0.7 1.1
H -0.6 0.7 1.2
H -0.9 -0.5 -2.9

Summary:
Frontier orbital gap (eV): 9.381
Relative energy (zero: lowest compared OMol25 entry of this formula, charge and spin) (kcal per mole): 156.54
HOMO (eV): -8.4
SMILES: N[C@@H]1[C@@H]2N[C@H]2C[C@H]1N
Max |F| (eV/A): 5.0

So, what does the Löwdin scheme give us? The charges, in e, come out as: number 1, N, carries -0.029; number 2, C, carries -0.322; number 3, C, carries -0.276; number 4, N, carries 0.078; number 5, C, carries -0.375; number 6, C, carries -0.096; number 7, C, carries -0.283; number 8, N, carries -0.035; number 9, H, carries 0.171; number 10, H, carries 0.061; number 11, H, carries 0.123; number 12, H, carries 0.191; number 13, H, carries 0.114; number 14, H, carries 0.147; number 15, H, carries 0.151; number 16, H, carries 0.082; number 17, H, carries 0.136; number 18, H, carries 0.065; number 19, H, carries 0.099

=====

relative energy (zero: lowest compared OMol25 entry of this formula, charge and spin) of number 4 (C5H11N3)?
156.54 kcal per mole

=====

Which of these has the lowest max |F|?
number 1

=====

Repeat the first record exactly.
Entry from the Open Molecules 2025 dataset: one molecule with the formula C5H11N3 in a non-equilibrium geometry (wB97M-V/def2-TZVPD).

Element x y z (Å)
1 C -0.65631 -0.40897 -2.35328
2 C -0.59998 -1.02764 0.67412
3 C -1.72084 -0.10501 1.13154
4 C 0.60977 0.66422 -0.66684
5 N 1.39316 1.82186 -0.59755
6 C 1.61524 -0.23385 1.29439
7 N -0.14517 0.60387 -1.75849
8 N 0.65222 -0.21999 0.36727
9 H 1.97269 2.00971 -1.40178
10 H 1.86891 1.95534 0.28352
11 H -1.25222 -0.20938 -3.22992
12 H -0.48484 -1.46157 -2.11621
13 H -0.91275 -1.60564 -0.19233
14 H -0.32143 -1.72453 1.46423
15 H 2.56838 0.22123 1.10990
16 H 1.41550 -0.65158 2.26151
17 H -2.61945 -0.68826 1.33192
18 H -1.43910 0.42916 2.04150
19 H -1.94377 0.63100 0.35649

Force components x, y, z for each atom (eV/Å):
C -0.2 -0.7 -0.3
C 0.5 0.6 0.1
C 0.1 0.1 -0.1
C 0.2 0.5 -0.3
N 0.1 -0.3 0.5
C 0.6 0.0 0.8
N -0.1 0.4 0.1
N -1.4 -0.7 -0.6
H -0.1 0.0 0.1
H 0.0 0.0 -0.1
H -0.1 0.0 -0.2
H 0.1 0.1 0.1
H 0.2 0.1 0.1
H 0.1 0.1 -0.1
H 0.1 0.1 -0.2
H -0.1 -0.2 0.1
H 0.0 0.0 0.0
H 0.0 -0.1 0.0
H -0.1 -0.1 0.0

Summary:
Frontier orbital gap (spin up / spin down) (eV): 7.293 / 6.853
Relative energy (zero: lowest compared OMol25 entry of this formula, charge and spin) (kcal per mole): 74.12
HOMO (spin up / spin down) (eV): -6.6 / -6.2
Max |F| (eV/A): 1.6

So, what does the Löwdin scheme give us? The charges, in e, come out as: number 1, C, carries -0.077; number 2, C, carries -0.173; number 3, C, carries -0.074; number 4, C, carries -0.444; number 5, N, carries 0.113; number 6, C, carries -0.016; number 7, N, carries 0.021; number 8, N, carries -0.116; number 9, H, carries 0.088; number 10, H, carries 0.061; number 11, H, carries 0.047; number 12, H, carries 0.058; number 13, H, carries 0.082; number 14, H, carries 0.109; number 15, H, carries 0.047; number 16, H, carries 0.050; number 17, H, carries 0.076; number 18, H, carries 0.078; number 19, H, carries 0.072

=====

max |F| of number 2 (C5H11N3)?
2.3 eV/A